{
  "formula": "C18H19N5O4S",
  "method": "ωB97M-V/def2-TZVPD",
  "symbols": ["C", "H", "H", "H", "C", "N", "C", "N", "N", "C", "C", "H", "H", "O", "C", "N", "N", "C", "O", "C", "C", "H", "H", "C", "C", "C", "C", "C", "C", "H", "H", "H", "H", "H", "S", "C", "C", "O", "O", "C", "H", "H", "H", "H", "H", "H", "H"],
  "coordinates": [[0.428, 3.280, -2.152], [0.083, 3.055, -3.208], [1.511, 3.823, -2.420], [-0.200, 3.959, -1.737], [0.557, 1.826, -1.569], [-0.795, 1.290, -1.133], [-1.652, 1.460, 0.046], [-2.689, 0.921, -0.361], [-2.638, 0.237, -1.477], [-1.405, 0.442, -1.960], [-0.988, -0.044, -3.125], [-1.710, -0.038, -4.096], [0.097, -0.079, -3.522], [-0.900, -1.550, -2.829], [-0.316, -2.019, -1.848], [0.495, -1.243, -1.054], [1.182, -1.708, 0.027], [0.851, -2.764, 0.767], [1.569, -2.864, 1.661], [-0.114, -3.533, 0.157], [-0.710, -3.256, -1.223], [-1.510, -3.777, -1.474], [-0.318, -4.385, 0.613], [2.022, -0.544, 0.617], [3.001, 0.107, -0.697], [3.991, 0.915, -0.040], [3.911, 1.130, 1.287], [3.026, 0.938, 2.150], [1.999, -0.215, 1.879], [1.392, -0.635, 2.521], [2.995, 1.217, 3.160], [4.577, 2.034, 1.495], [4.654, 1.342, -0.707], [2.984, -0.539, -1.499], [-1.139, 2.408, 1.304], [-2.064, 1.707, 2.506], [-1.990, 0.036, 1.944], [-1.028, -0.502, 1.977], [-3.190, -0.528, 2.370], [-3.370, -1.814, 2.070], [-4.091, -2.402, 2.574], [-3.430, -1.940, 1.125], [-2.483, -2.534, 2.372], [-3.192, 1.692, 2.458], [-1.786, 1.747, 3.384], [1.123, 2.168, -0.451], [1.260, 1.177, -1.882]],
  "forces_ev_per_a": [[4.334, -2.905, -5.240], [-0.102, 0.840, 0.811], [-2.669, -1.621, 1.254], [-1.860, 1.605, 1.781], [-1.558, 6.081, 7.910], [3.702, 0.649, -0.335], [4.474, 0.842, -6.060], [-5.683, -1.718, 2.859], [0.798, -0.748, -1.589], [-4.039, 4.654, 6.052], [3.353, -5.968, -8.096], [1.516, 0.179, 2.738], [-1.639, 1.974, 0.858], [-3.390, 1.225, -5.374], [3.667, -0.943, 8.540], [-0.092, -0.955, -2.544], [-0.912, 5.961, -3.145], [-0.604, 1.753, -4.399], [3.364, -3.280, 7.892], [-2.944, 1.766, -7.513], [5.473, 2.210, 6.450], [-3.240, -2.611, -1.624], [-1.482, -3.784, 1.885], [0.808, -1.816, -7.136], [-0.047, 0.087, 9.430], [-4.424, -4.553, -5.483], [5.949, 6.769, -1.160], [-7.096, -6.090, 3.540], [5.087, 5.356, -2.456], [-2.725, -1.892, 3.455], [0.412, 1.060, 1.033], [-0.258, -1.384, 0.474], [1.866, 1.025, -0.615], [-0.021, -0.529, -2.094], [2.082, 3.486, -0.102], [-6.690, -5.257, -8.776], [-8.608, 5.760, 5.774], [8.978, -5.352, -1.687], [-0.145, 3.245, 0.174], [3.336, -4.356, 4.994], [-1.690, 0.658, 0.760], [-0.847, -0.954, -6.702], [-0.729, 1.659, -0.460], [1.103, 1.274, -0.093], [3.292, 0.413, 8.552], [-1.619, -1.480, -2.704], [1.518, -2.337, -1.827]],
  "smiles": "CCn1c(COc2ccc(=O)n(-c3ccccc3)n2)nnc1SCC(=O)OC",
  "e_above_lowest_kj_mol": 1480.7,
  "orbital_gap_ev": 7.6,
  "total_charge": 0,
  "homo_energy_ev": -7.931
}